This record from OMol25 describes a molecular structure, C42H33B2Cl57N2O3S. The level of theory is ωB97M-V/def2-TZVPD.

For the HOMO-LUMO gap, the calculation gives 0.281 Ha.

Structure (ORCA input):
```
! wB97M-V def2-TZVPD RIJCOSX def2/J DEFGRID3
* xyz 0 1
Cl 15.615 0.963 3.206
Cl -8.810 2.794 -4.052
Cl -11.663 8.050 4.082
Cl 13.010 -2.965 2.176
Cl -3.471 3.859 -0.587
Cl -10.719 3.757 -6.013
Cl 6.018 8.912 5.131
Cl 4.210 6.671 5.492
Cl -8.857 -3.688 -6.647
Cl -13.080 2.974 -0.305
Cl -3.642 6.062 -2.468
Cl -0.829 1.217 3.994
Cl -12.847 1.042 1.847
Cl 7.757 -4.109 6.890
Cl -5.406 5.979 -0.166
Cl -5.452 1.510 0.929
Cl -11.316 8.988 1.359
Cl 4.839 2.321 10.019
Cl -10.782 -1.559 -6.220
Cl 14.244 2.643 5.133
Cl -8.071 2.674 1.373
Cl -2.019 -0.203 6.239
Cl 6.865 -6.191 8.705
Cl 4.924 -1.309 5.865
Cl 5.486 -5.772 6.186
Cl 6.200 0.621 8.099
Cl -13.218 6.874 1.933
Cl -7.608 0.984 -0.944
Cl -7.675 -0.181 1.714
Cl -10.370 6.352 2.116
Cl -9.017 -1.478 -8.521
Cl -11.352 3.527 1.959
Cl 11.926 -3.388 7.341
Cl 3.994 -3.699 4.507
Cl 0.777 -0.620 5.578
Cl 5.248 -3.814 8.315
Cl -5.770 4.093 -2.342
Cl -10.618 1.477 0.040
Cl -7.951 -0.376 -4.655
Cl 14.926 -1.119 1.022
Cl 12.213 -1.220 -0.003
Cl -7.970 4.682 -6.088
Cl 6.086 7.374 7.591
Cl -11.155 -3.437 -8.401
Cl 3.346 1.093 7.855
Cl 12.763 1.428 2.954
Cl 5.223 3.231 7.291
Cl 6.548 -2.523 3.788
Cl 12.217 -4.231 4.579
Cl 4.080 -1.164 3.097
Cl 12.782 -1.483 5.328
Cl 7.050 6.200 5.119
Cl 14.035 -3.424 -0.502
Cl -0.083 1.906 6.722
Cl 14.636 3.577 2.414
Cl -8.601 1.947 -6.824
Cl 10.049 -2.456 5.335
S -0.050 1.173 -2.958
O 0.676 -1.846 -6.758
O -6.204 -1.696 -6.220
O 5.179 -0.876 -0.041
N -0.544 0.342 -6.164
N -0.485 -1.609 -4.451
C -7.202 1.247 0.769
C 4.454 -3.377 0.315
C 0.305 0.928 1.028
C 2.587 -2.946 -2.289
C 4.902 1.817 8.316
C -11.642 7.566 2.373
C -4.572 4.999 -1.391
C -9.953 -2.540 -7.447
C -2.041 4.245 2.312
C 6.339 -4.971 7.524
C -1.573 -5.374 -4.543
C 1.426 -2.943 -3.321
C -3.032 1.022 -2.602
C 1.174 3.200 -0.045
C 11.744 -2.889 5.646
C -2.832 -4.497 -3.985
C 4.886 -2.174 4.315
C -0.947 3.332 1.582
C 5.841 7.289 5.833
C -0.814 1.787 1.737
C -4.349 0.193 -2.827
C -4.367 -1.184 -3.564
C -2.969 -3.195 -4.936
C 0.071 4.039 0.645
C 2.163 -0.335 -1.543
C 14.315 2.153 3.427
C 2.542 0.952 -0.674
C 3.093 -4.092 0.801
C -11.974 2.255 0.885
C -3.048 -1.812 -4.147
C -9.024 3.294 -5.744
C -6.504 -1.479 -5.021
C -0.986 -6.265 -3.327
C 0.629 -1.599 -3.471
C -5.706 -2.060 -3.763
C -1.720 -0.995 -3.921
C 1.335 1.641 0.121
C -1.735 0.386 -3.162
C 13.546 -2.182 0.673
C 1.012 -0.327 -2.613
C -0.539 0.575 5.635
C 2.955 -1.693 -1.400
B -0.086 -1.066 -5.790
B 4.204 -1.901 -0.382
H -0.440 -7.180 -3.735
H 5.228 -3.339 1.155
H -6.302 -2.044 -2.783
H 0.358 -0.209 1.162
H 0.058 5.171 0.429
H -3.126 3.898 2.142
H 1.160 -3.872 -3.939
H -2.097 -3.243 -5.693
H 2.292 -3.370 1.192
H 4.904 -4.036 -0.530
H -3.776 -5.135 -4.127
H -2.688 -4.242 -2.881
H 3.166 -3.930 -2.177
H 1.914 3.739 -0.735
H -0.299 -5.567 -2.710
H 3.386 0.789 0.078
H 5.953 -0.906 -0.645
H 3.365 -4.897 1.587
H -5.316 0.612 -2.397
H -1.914 -6.018 -5.442
H -1.876 4.320 3.457
H 0.761 -1.348 -7.599
H 0.262 0.841 -6.572
H -3.013 2.006 -2.036
H -1.827 -6.598 -2.618
H -0.719 -4.718 -4.922
H 2.939 1.739 -1.427
H -2.013 5.341 1.940
H 2.682 -4.685 -0.105
H -3.938 -3.293 -5.543
H -1.613 1.278 2.421
H -1.182 0.178 -6.976
H -5.487 -3.165 -3.994
*
```

Here are the Mulliken charges for atoms 1 to 99, given in e: number 1, Cl, carries -0.091; number 2, Cl, carries -0.023; number 3, Cl, carries -0.093; number 4, Cl, carries 0.020; number 5, Cl, carries 0.121; number 6, Cl, carries -0.103; number 7, Cl, carries -0.105; number 8, Cl, carries -0.072; number 9, Cl, carries -0.088; number 10, Cl, carries -0.114; number 11, Cl, carries -0.109; number 12, Cl, carries -0.002; number 13, Cl, carries -0.104; number 14, Cl, carries 0.014; number 15, Cl, carries -0.091; number 16, Cl, carries 0.011; number 17, Cl, carries -0.098; number 18, Cl, carries -0.104; number 19, Cl, carries -0.069; number 20, Cl, carries -0.093; number 21, Cl, carries 0.023; number 22, Cl, carries -0.123; number 23, Cl, carries -0.110; number 24, Cl, carries 0.187; number 25, Cl, carries -0.080; number 26, Cl, carries -0.070; number 27, Cl, carries -0.089; number 28, Cl, carries 0.097; number 29, Cl, carries -0.093; number 30, Cl, carries -0.034; number 31, Cl, carries -0.076; number 32, Cl, carries -0.075; number 33, Cl, carries -0.103; number 34, Cl, carries -0.069; number 35, Cl, carries -0.057; number 36, Cl, carries -0.058; number 37, Cl, carries 0.005; number 38, Cl, carries -0.006; number 39, Cl, carries -0.045; number 40, Cl, carries -0.050; number 41, Cl, carries -0.098; number 42, Cl, carries -0.094; number 43, Cl, carries -0.087; number 44, Cl, carries -0.104; number 45, Cl, carries -0.027; number 46, Cl, carries -0.053; number 47, Cl, carries -0.034; number 48, Cl, carries -0.075; number 49, Cl, carries -0.112; number 50, Cl, carries 0.067; number 51, Cl, carries 0.007; number 52, Cl, carries -0.080; number 53, Cl, carries -0.110; number 54, Cl, carries -0.124; number 55, Cl, carries -0.099; number 56, Cl, carries -0.021; number 57, Cl, carries -0.016; number 58, S, carries -0.257; number 59, O, carries -0.651; number 60, O, carries -0.474; number 61, O, carries -0.634; number 62, N, carries -0.572; number 63, N, carries 0.689; number 64, C, carries -0.007; number 65, C, carries -0.372; number 66, C, carries -0.311; number 67, C, carries -0.855; number 68, C, carries 0.221; number 69, C, carries 0.307; number 70, C, carries 0.052; number 71, C, carries 0.303; number 72, C, carries -0.973; number 73, C, carries 0.218; number 74, C, carries -0.163; number 75, C, carries -0.453; number 76, C, carries -0.130; number 77, C, carries -0.471; number 78, C, carries 0.229; number 79, C, carries -0.611; number 80, C, carries -0.078; number 81, C, carries 0.545; number 82, C, carries 0.328; number 83, C, carries -0.290; number 84, C, carries -0.130; number 85, C, carries 0.369; number 86, C, carries -1.300; number 87, C, carries -0.632; number 88, C, carries 0.223; number 89, C, carries 0.317; number 90, C, carries -0.636; number 91, C, carries -0.537; number 92, C, carries 0.292; number 93, C, carries 0.289; number 94, C, carries 0.214; number 95, C, carries 0.409; number 96, C, carries -1.074; number 97, C, carries -0.428; number 98, C, carries -0.395; number 99, C, carries -0.820

---

This record from OMol25 describes 2 unconnected molecules or ions with the total composition C3H12N2O2. The level of theory is ωB97M-V/def2-TZVPD.

For the HOMO-LUMO gap (spin up / spin down), the calculation gives 0.101 / 0.332 Ha. As for the expectation value of S²: 0.75.

Structure (ORCA input):
```
! wB97M-V def2-TZVPD RIJCOSX def2/J DEFGRID3
* xyz -1 2
O -2.219 0.479 2.824
O -0.208 1.085 0.900
N 1.297 -0.611 -1.125
N -0.321 0.554 -2.489
C 0.774 -0.990 0.168
C 0.798 0.134 1.193
C 0.416 -0.671 -2.301
H 0.998 -0.947 -3.182
H -1.844 -0.418 2.990
H -0.940 1.003 1.553
H 1.741 0.688 1.088
H 0.781 -0.288 2.202
H -0.248 -1.350 -0.009
H 1.256 -1.881 0.593
H 0.268 1.321 -2.804
H 2.238 -0.907 -1.350
H -2.592 0.726 3.713
H -0.700 0.825 -1.593
H -0.223 -1.546 -2.148
*
```

Charges per atom according to natural (NBO) partitioning, unit e: number 1, O, carries -1.422; number 2, O, carries -0.795; number 3, N, carries -0.676; number 4, N, carries -0.855; number 5, C, carries -0.278; number 6, C, carries -0.131; number 7, C, carries -0.046; number 8, H, carries 0.167; number 9, H, carries 0.294; number 10, H, carries 0.512; number 11, H, carries 0.152; number 12, H, carries 0.155; number 13, H, carries 0.191; number 14, H, carries 0.171; number 15, H, carries 0.349; number 16, H, carries 0.358; number 17, H, carries 0.314; number 18, H, carries 0.385; number 19, H, carries 0.157